Record 1
Computed, not measured: C16H29Br2F4N2O6S2Ta as an isolated structure in a non-equilibrium geometry, with ωB97M-V with the def2-TZVPD basis set.

Its max |F| is 5.51 eV/A. As for the calculated total energy: -7588.6055 a.u.

Last column: natural (NBO) charge in e.
Element x y z (Å)
C 2.1088 -4.0095 -0.2457  -1.180
Ta 1.3618 -2.2238 -1.4214  2.144
C -0.4244 -2.1067 -0.0039  -0.991
C -1.8289 -1.7895 -0.5616  -0.487
C -2.4415 -2.7999 -1.5048  0.322
F -1.9845 -2.7177 -2.7390  -0.304
Br -4.3625 -2.3044 -1.6511  -0.024
C -2.3973 -4.2764 -1.0319  0.609
F -3.0512 -5.0126 -1.9225  -0.317
F -1.1836 -4.7512 -0.9879  -0.291
Br -3.3217 -4.5438 0.6622  -0.005
C 3.2293 -2.4378 -2.7595  -1.240
S 3.2318 -3.8303 -3.8600  2.061
O 2.7941 -3.3984 -5.1511  -0.956
O 2.5719 -4.9584 -3.2814  -0.948
N 2.4942 -0.8970 -0.1125  -0.862
C 2.5618 -1.2817 1.0174  0.804
O 2.2698 -1.4275 2.1704  -0.585
S 0.5770 -0.1288 -2.7583  1.884
O -0.0702 0.8551 -1.9181  -1.004
O -0.1278 -0.4531 -3.9461  -0.895
F 1.9344 0.6175 -3.2727  -0.522
H 1.6134 -4.8945 -0.6291  0.265
H 1.8536 -3.9478 0.8112  0.232
H 3.1758 -4.1178 -0.3983  0.236
H 0.5472 -3.4098 -2.5314  -0.355
H -0.1888 -1.2928 0.6857  0.232
H -0.4267 -3.0127 0.5947  0.254
H -2.5094 -1.7537 0.2838  0.221
H -1.8981 -0.8158 -1.0312  0.241
H 4.1078 -2.5784 -2.1314  0.254
H 3.4287 -1.5773 -3.3952  0.277
H 4.5480 -4.1689 -3.9977  -0.048
C 1.1831 3.9227 2.2650  -0.635
C 0.6104 2.5241 1.9235  0.102
C 0.5470 2.3216 0.3932  -0.412
C -0.5630 3.1089 -0.2940  -0.429
C -1.9209 2.8498 0.3569  -0.397
C -1.9342 3.0891 1.8782  0.097
N -0.7710 2.3506 2.5093  0.331
O -1.0368 1.1903 2.6483  -0.096
C -1.8692 4.5990 2.1838  -0.635
C -3.2687 2.6336 2.4672  -0.624
C 1.5965 1.5211 2.5048  -0.626
H 0.8582 4.2616 3.2497  0.220
H 2.2684 3.8898 2.2875  0.243
H 0.9198 4.6841 1.5340  0.219
H 0.4025 1.2573 0.1732  0.266
H 1.5135 2.5940 -0.0281  0.260
H -0.3386 4.1792 -0.2858  0.197
H -0.6058 2.8137 -1.3438  0.298
H -2.6795 3.4850 -0.0983  0.247
H -2.2160 1.8153 0.1498  0.234
H -1.7497 4.7801 3.2528  0.223
H -2.7948 5.0766 1.8731  0.240
H -1.0726 5.1195 1.6602  0.226
H -3.5004 1.5963 2.2283  0.238
H -4.0694 3.2410 2.0563  0.242
H -3.2815 2.7475 3.5523  0.227
H 1.6688 1.5817 3.5927  0.227
H 2.5867 1.6998 2.0961  0.244
H 1.3246 0.5118 2.2323  0.252

Record 2
Computed, not measured: C16H29Br2N5OTi as an isolated structure in a non-equilibrium geometry, with ωB97M-V with the def2-TZVPD basis set.

The value obtained for the energy above the lowest of the compared OMol25 structures with the same formula, charge and spin is 0.0000 eV. The expectation value of S² is 0.75. As for the total charge: +3. Its spin multiplicity is 2. Its max |F| is 3.27 eV/A. As for the calculated total energy: -6972.7078 a.u.

Last column: natural (NBO) charge in e.
Element x y z (Å)
Ti 0.2851 -0.1377 0.3311  1.883
C -0.6316 1.6980 2.1736  -0.279
C 0.2212 2.6509 1.3240  -0.236
N 0.6936 2.0056 0.0790  -0.716
C 2.1896 2.1940 -0.1979  -0.274
C 2.9670 0.9477 -0.0455  0.204
C 4.3728 0.9254 -0.0043  -0.186
C 5.0014 -0.2910 0.2784  -0.086
C 4.2574 -1.4068 0.6413  -0.205
C 2.8415 -1.3642 0.6501  0.223
C 1.9544 -2.5718 1.0177  -0.269
N 0.5426 -2.1466 1.1054  -0.714
C 0.0593 -2.0358 2.5343  -0.235
C -0.7224 -0.7602 2.8240  -0.276
N 0.0470 0.3974 2.2660  -0.718
N 2.2621 -0.1862 0.2761  -0.627
H -1.6573 1.5573 1.6946  0.243
H -0.8710 2.1542 3.1502  0.272
H 1.0817 2.9447 1.9275  0.228
H -0.3953 3.4933 1.0863  0.256
H 0.1944 2.3925 -0.7485  0.431
H 2.5199 3.0706 0.4664  0.268
H 2.3532 2.6293 -1.1876  0.268
H 4.9588 1.7989 -0.2698  0.270
H 6.0943 -0.2845 0.3011  0.277
H 4.7817 -2.3623 0.8293  0.271
H 2.2801 -2.9753 2.0051  0.261
H 2.1791 -3.3521 0.2409  0.280
H -0.0566 -2.7373 0.5546  0.436
H 0.9265 -2.1304 3.1720  0.231
H -0.6008 -2.8543 2.7207  0.260
H -0.9076 -0.7282 3.9258  0.277
H -1.7465 -0.8200 2.3967  0.245
H 0.8818 0.5514 2.8665  0.415
Br -4.3536 1.3398 1.1858  0.049
C -4.9575 -0.3742 1.7765  -0.539
Br -4.2917 -1.8811 0.7733  0.065
H -6.0196 -0.3346 1.8018  0.258
H -4.5852 -0.4433 2.8289  0.240
C -2.1070 0.4658 -4.5251  -0.413
N -1.9677 0.2105 -3.0602  -0.305
C -3.0264 0.6887 -2.1942  -0.435
C -0.9370 -0.4796 -2.5837  0.715
C 0.0493 -1.1052 -3.4797  -0.719
O -0.7184 -0.6215 -1.3090  -0.828
H -3.1611 0.5437 -4.7301  0.245
H -1.6594 -0.3754 -5.0684  0.239
H -1.7346 1.4454 -4.7433  0.236
H -2.9470 1.7820 -1.9948  0.225
H -2.9900 0.1072 -1.2823  0.232
H -3.9876 0.5129 -2.7055  0.254
H -0.4071 -1.8175 -4.1944  0.287
H 0.7830 -1.5904 -2.8424  0.240
H 0.6615 -0.3396 -4.0384  0.277

Record 3
Computed, not measured: C16H29Cl2EuN2O as an isolated structure in a non-equilibrium geometry, with ωB97M-V with the def2-TZVPD basis set.

The expectation value of S² is 20.01. As for the total charge: +2. Its spin multiplicity is 9. Its max |F| is 1.89 eV/A. As for the calculated total energy: -2441.7467 a.u.

Last column: natural (NBO) charge in e.
Element x y z (Å)
C -3.5172 -1.0527 -0.5350  -0.668
C -2.8967 -1.0407 0.8341  -0.011
Cl -3.9490 -1.6606 2.0492  0.067
C -1.6392 -0.6202 1.1268  -0.051
Cl -1.1773 -0.7130 2.8372  -0.056
C -0.6446 0.0208 0.1344  -0.065
C -1.2015 1.4521 -0.1441  -0.392
C -0.6435 2.1699 -1.3740  -0.402
C -0.5990 3.6917 -1.2212  -0.414
C 0.3563 4.1976 -0.1527  -0.222
N -0.3277 4.5400 1.1232  -0.826
C -0.4366 -0.8007 -1.1378  -0.453
C 0.3454 -2.1128 -0.9707  0.193
C 0.4908 -2.7441 -2.3647  -0.618
C -0.3414 -3.1364 -0.0811  -0.654
N 1.7112 -1.7382 -0.4971  -0.023
O 2.5528 -1.4074 -1.3934  -0.337
C 1.7765 -0.9121 0.7133  0.092
C 3.1944 -0.2735 0.7605  -0.570
C 1.7176 -1.8340 1.9474  -0.590
C 0.7583 0.2531 0.7454  -0.435
H -3.1130 -1.8721 -1.1204  0.230
H -3.4285 -0.1127 -1.0632  0.239
H -4.5750 -1.2654 -0.4332  0.263
H -0.9404 2.0436 0.7333  0.202
H -2.2828 1.4456 -0.1667  0.230
H -1.2381 1.9208 -2.2499  0.223
H 0.3752 1.8527 -1.5988  0.184
H -0.2473 4.0760 -2.1782  0.222
H -1.5901 4.1086 -1.0729  0.231
H 0.8348 5.1082 -0.4954  0.215
H 1.1641 3.4803 0.0306  0.142
H 0.1943 5.2832 1.5697  0.364
H -0.2832 3.7704 1.7789  0.332
H -1.3501 -1.0165 -1.6741  0.247
H 0.1728 -0.2071 -1.8157  0.237
H -0.4637 -3.2032 -2.6072  0.222
H 0.6884 -1.9959 -3.1206  0.235
H 1.2522 -3.5141 -2.3666  0.234
H 0.1618 -4.0996 -0.1163  0.232
H -1.3421 -3.2974 -0.4686  0.243
H -0.4674 -2.8469 0.9591  0.194
H 3.2887 0.5505 0.0694  0.287
H 3.9788 -1.0126 0.6275  0.242
H 3.2966 0.1948 1.7694  0.087
H 1.3391 -1.2609 2.8147  0.145
H 2.7733 -2.1405 2.1610  0.074
H 1.1715 -2.7552 1.7938  0.315
H 1.2059 1.0480 0.1541  0.248
H 0.6752 0.6536 1.7501  0.220
Eu 3.2192 -1.2152 3.9361  1.896

Record 4
Computed, not measured: C16H29Cl2F5GeIrOS4SbSi3 as an isolated structure in a non-equilibrium geometry, with ωB97M-V with the def2-TZVPD basis set.

Its max |F| is 3.21 eV/A. As for the calculated total energy: -7004.7255 a.u.

Last column: natural (NBO) charge in e.
Element x y z (Å)
Ir -1.4103 -0.8797 -0.2694  0.656
S -3.5883 3.4109 -1.0278  -0.790
Sb -3.3064 1.2346 -1.7064  1.342
S -0.7683 0.8982 -1.7254  -0.356
S -3.6872 -0.0716 0.2542  -0.418
S -4.2855 0.6628 -3.6928  -0.616
Cl -1.3039 -4.0286 3.3103  -0.001
C -1.1332 -4.3272 1.5749  -0.392
Cl -2.0425 -3.1298 0.6428  0.083
H -1.5474 -5.3097 1.3505  0.248
H -0.0792 -4.2570 1.3102  0.237
F 0.0423 -5.6911 -5.0521  -0.291
C -0.5489 -4.7063 -4.3543  0.231
C 0.1551 -4.0088 -3.3834  0.272
F 1.4421 -4.2955 -3.1239  -0.298
C -0.4783 -3.0162 -2.6622  0.247
F 0.2141 -2.3797 -1.6527  -0.359
C -1.8202 -2.6225 -2.8591  0.245
O -2.3642 -1.7010 -2.1687  -0.677
C -2.4962 -3.3552 -3.8718  0.273
F -3.7790 -3.0592 -4.1212  -0.283
C -1.8844 -4.3727 -4.5818  0.287
F -2.5763 -5.0660 -5.4948  -0.286
C 3.1389 -0.9293 -0.9959  -1.103
Si 2.2001 -0.3960 0.5753  1.359
C 3.4227 0.5710 1.6866  -1.107
C 1.6522 -1.9773 1.5024  -1.119
Ge 0.1534 1.0391 0.4454  -0.309
Si -1.1458 1.4890 2.6133  1.524
C -2.4378 2.8690 2.4222  -1.134
C 0.2822 2.0716 3.7404  -1.127
C -1.8025 -0.1596 3.3195  -1.130
Si 1.1839 3.1996 -0.3778  1.505
C 2.2669 2.6795 -1.8677  -1.123
C 2.1652 4.1204 0.9805  -1.122
C -0.2280 4.3305 -0.9683  -1.133
H 3.9329 -1.6198 -0.7257  0.247
H 3.5963 -0.0906 -1.5085  0.241
H 2.4909 -1.4348 -1.7004  0.254
H 4.1076 -0.1118 2.1778  0.246
H 2.9091 1.1341 2.4582  0.235
H 4.0215 1.2634 1.1043  0.239
H 2.4623 -2.4113 2.0798  0.246
H 1.3338 -2.7192 0.7783  0.228
H 0.8281 -1.7829 2.1846  0.233
H -2.0186 3.7499 1.9436  0.252
H -2.8225 3.1723 3.3927  0.247
H -3.2827 2.5471 1.8182  0.287
H 0.8487 2.8741 3.2862  0.239
H 0.9647 1.2595 3.9633  0.236
H -0.1077 2.4387 4.6827  0.255
H -2.6194 -0.5496 2.7186  0.254
H -2.1737 -0.0341 4.3339  0.249
H -1.0189 -0.9131 3.3512  0.235
H 3.2608 2.3520 -1.5819  0.237
H 2.3753 3.5091 -2.5597  0.256
H 1.7863 1.8657 -2.4030  0.248
H 2.9118 3.5038 1.4604  0.238
H 1.5047 4.5159 1.7429  0.241
H 2.6789 4.9644 0.5305  0.251
H -0.6337 3.9704 -1.9101  0.258
H 0.1106 5.3500 -1.1302  0.247
H -1.0524 4.3610 -0.2588  0.268

Record 5
Computed, not measured: C16H29ClLuNTi as an isolated structure in a non-equilibrium geometry, with ωB97M-V with the def2-TZVPD basis set.

The expectation value of S² is 2.01. As for the total charge: -2. Its spin multiplicity is 3. Its max |F| is 2.59 eV/A. As for the calculated total energy: -3226.8668 a.u.

Last column: natural (NBO) charge in e.
Element x y z (Å)
Lu -0.2853 0.6877 -4.3066  1.353
Cl 0.6257 -1.3983 -3.2719  -0.618
C 1.7099 1.5935 -4.7034  -1.421
C -1.3883 -0.5199 -5.8087  -1.419
H 1.7398 2.0219 -5.7130  0.208
H 1.9696 2.3854 -3.9903  0.210
H 2.4827 0.8177 -4.6329  0.207
H -1.4659 -0.0182 -6.7800  0.207
H -2.4042 -0.7434 -5.4584  0.210
H -0.8800 -1.4797 -5.9543  0.205
Ti -0.7370 -0.2434 -1.0391  1.232
C -2.5092 -1.0670 -0.6662  -1.218
C -1.1909 1.4380 -1.9458  -1.465
H -3.2197 -0.4424 -1.2324  0.226
H -2.6018 -2.1189 -0.9638  0.187
H -2.6976 -0.9553 0.4138  0.190
H -2.2544 1.4712 -1.6321  0.228
H -0.8602 2.3719 -2.4205  0.195
C 0.7755 1.0473 5.1166  -0.622
C 0.4934 1.1843 3.6474  0.010
C -0.0626 2.3690 3.1391  -0.320
C -0.2679 2.5519 1.7701  0.035
C -0.8272 3.8418 1.2622  -0.650
C 0.0668 1.5109 0.9034  -0.348
C 0.4689 0.2572 1.4143  0.300
C 0.7907 0.1416 2.7712  -0.356
N 0.3881 -0.8128 0.5215  -0.789
C 0.7442 -2.1894 0.8787  0.112
C 2.2258 -2.2332 1.2539  -0.615
C -0.1613 -2.7017 1.9997  -0.622
C 0.5388 -3.1037 -0.3228  -0.612
H 1.5598 1.7470 5.4436  0.201
H -0.1212 1.2662 5.7151  0.203
H 1.1089 0.0331 5.3582  0.201
H -0.3080 3.1752 3.8340  0.180
H -1.7284 4.1275 1.8136  0.200
H -0.1102 4.6698 1.3915  0.199
H -1.0775 3.7831 0.2050  0.244
H 0.1321 1.7025 -0.1909  0.269
H 1.2210 -0.7812 3.1844  0.194
H 2.4832 -1.5438 2.0606  0.206
H 2.4799 -3.2538 1.5655  0.181
H 2.8320 -1.9677 0.3758  0.217
H -1.2017 -2.7561 1.6489  0.221
H 0.1753 -3.7098 2.2801  0.182
H -0.1361 -2.0667 2.8891  0.211
H -0.4900 -3.0654 -0.7164  0.225
H 1.2539 -2.8875 -1.1248  0.237
H 0.7210 -4.1365 0.0169  0.189